{
  "formula": "C5H8NO",
  "method": "ωB97M-V/def2-TZVPD",
  "elements": ["O", "N", "C", "C", "C", "C", "C", "H", "H", "H", "H", "H", "H", "H", "H"],
  "xyz": [[-0.76093, 2.43580, -0.01010], [-0.14878, -1.07256, -0.92682], [-0.88862, -1.11977, 0.28391], [1.32987, 0.47031, 0.39952], [-0.80015, 1.26965, -0.50178], [-0.02663, 0.15178, -0.13286], [0.17011, -2.09420, 0.18027], [-1.79580, 1.30096, -1.67747], [-1.21140, 3.16660, -0.44160], [-0.03367, -3.07873, -0.08962], [1.32259, 0.56868, 1.40438], [1.94050, -0.30106, 0.15929], [1.07986, -2.02148, 0.80478], [-2.02722, -1.07059, 0.62401], [1.85028, 1.39463, -0.07590]],
  "charge": 1,
  "e_homo_ev": -14.4,
  "relative_energy_kcal_mol": 133.3,
  "e_lumo_ev": -5.780
}



{
  "formula": "C39H40BCl2N9O3RuTe",
  "method": "ωB97M-V/def2-TZVPD",
  "elements": ["Te", "Ru", "Cl", "Cl", "O", "O", "O", "N", "N", "N", "N", "N", "N", "N", "N", "N", "C", "C", "C", "C", "C", "C", "C", "C", "C", "C", "C", "C", "C", "C", "C", "C", "C", "C", "C", "C", "C", "C", "C", "C", "C", "C", "C", "C", "C", "C", "C", "C", "C", "C", "C", "C", "C", "C", "C", "B", "H", "H", "H", "H", "H", "H", "H", "H", "H", "H", "H", "H", "H", "H", "H", "H", "H", "H", "H", "H", "H", "H", "H", "H", "H", "H", "H", "H", "H", "H", "H", "H", "H", "H", "H", "H", "H", "H", "H", "H"],
  "xyz": [[0.60394, 0.15297, 3.45998], [-0.04878, -0.08655, 0.19556], [-1.12808, 5.41241, -4.46697], [-3.75776, 2.85545, -0.53472], [1.33521, 0.62884, -1.20590], [1.00932, 2.95238, 0.47192], [-1.38375, 1.26037, -0.34145], [0.86688, 1.06444, 1.69176], [-1.52478, -0.87600, 1.36048], [-1.06804, -2.70609, -0.94055], [1.19644, -1.65926, 0.61029], [-0.91170, -4.86387, 2.23244], [-1.71223, -2.20630, 1.40027], [-0.81313, -1.40065, -1.22373], [-1.14019, -4.57581, 0.92138], [0.68388, -2.89236, 0.79774], [-1.25161, 2.16210, -1.27074], [2.51530, -1.78054, 0.50547], [2.79623, -3.30434, 4.70112], [3.22056, 1.41530, 5.51650], [-2.56658, -0.29871, 1.94604], [-1.16066, 4.16993, -3.26231], [-0.70391, 2.47291, 6.83930], [-3.44258, -1.27935, 2.41500], [1.65642, 2.46035, 7.10421], [0.67542, 1.41631, 5.18165], [-2.30098, 4.00926, -2.47271], [1.16094, 2.41232, 1.54977], [0.40109, 2.81557, 7.59140], [4.48628, -1.96748, 3.69027], [-1.54359, -6.73632, 1.14540], [3.55438, -0.99607, 3.34419], [-1.91103, 1.54348, 4.91513], [-2.34049, 3.03182, -1.50884], [0.26996, 3.55943, 8.88826], [-0.99500, -1.22443, -2.52759], [1.81786, -2.36601, 4.39842], [1.10261, 1.58685, -1.94803], [5.15301, -4.16658, 4.72015], [4.06758, 0.17999, 2.55601], [2.87906, -3.11550, 0.66254], [-1.15620, -6.15342, 2.36593], [1.82433, 1.77506, 5.91382], [-2.86557, -2.47498, 2.03856], [2.22157, -1.19584, 3.72824], [0.40586, -2.67127, 4.83969], [-1.37416, -2.42294, -3.12165], [-1.51568, -5.69728, 0.25369], [1.68370, -3.78604, 0.83731], [-0.08120, 3.35137, -3.07201], [-0.60264, 1.79097, 5.62644], [-0.10972, 2.34298, -2.09131], [1.66575, 3.21682, 2.72483], [4.13211, -3.12162, 4.37119], [-1.39760, -3.33058, -2.08312], [-0.82558, -3.14403, 0.54845], [-1.69215, 2.75425, 7.18649], [-3.18684, -3.49185, 2.18304], [-2.43128, 2.49151, 4.77569], [-0.35290, -2.31784, 4.14186], [3.27331, 0.81809, 2.17189], [2.47180, 2.71396, 3.25517], [0.70704, 2.98607, 9.70688], [3.42768, 0.36185, 5.71579], [-1.60113, -2.60722, -4.15615], [2.02764, 4.16629, 2.34098], [2.49410, -4.21517, 5.20647], [5.19482, -4.32343, 5.79875], [-3.15588, 4.65539, -2.61730], [4.89595, -5.12352, 4.26335], [3.86852, -3.53667, 0.64721], [5.52132, -1.81836, 3.40079], [-0.77208, 3.75957, 9.12963], [-1.75297, -5.70296, -0.79292], [1.47547, -4.83276, 0.98362], [3.93665, 2.01172, 6.07898], [2.53818, 2.72861, 7.67523], [0.19952, -2.22925, 5.81838], [-4.37543, -1.13805, 2.93107], [-2.55257, 0.90229, 5.52168], [0.79916, 4.51206, 8.83963], [-1.81357, 1.07643, 3.94137], [0.86408, 3.41536, 3.43740], [-0.86222, -0.24864, -2.96577], [-1.80987, -7.75933, 0.94610], [-2.64091, 0.77670, 1.96256], [6.14691, -3.88215, 4.37934], [4.64483, -0.17402, 1.70145], [1.92183, 1.89220, -2.60873], [3.39815, 1.59253, 4.46357], [0.27636, -3.74832, 4.91631], [4.74621, 0.78303, 3.15772], [3.11304, -0.90506, 0.32179], [0.81012, 3.48210, -3.67243], [-1.04979, -6.62133, 3.33206], [-1.64497, -4.37412, -2.10960]],
  "charge": 1,
  "e_homo_ev": [-10.2, -10.3],
  "relative_energy_kcal_mol": 0.0,
  "multiplicity": 2,
  "e_lumo_ev": [-2.462, -3.731]
}



{
  "formula": "C51H56N4O3S3SiV",
  "method": "ωB97M-V/def2-TZVPD",
  "elements": ["V", "S", "S", "S", "Si", "O", "O", "O", "N", "N", "N", "N", "C", "C", "C", "C", "C", "C", "C", "C", "C", "C", "C", "C", "C", "C", "C", "C", "C", "C", "C", "C", "C", "C", "C", "C", "C", "C", "C", "C", "C", "C", "C", "C", "C", "C", "C", "C", "C", "C", "C", "C", "C", "C", "C", "C", "C", "C", "C", "C", "C", "C", "C", "H", "H", "H", "H", "H", "H", "H", "H", "H", "H", "H", "H", "H", "H", "H", "H", "H", "H", "H", "H", "H", "H", "H", "H", "H", "H", "H", "H", "H", "H", "H", "H", "H", "H", "H", "H", "H", "H", "H", "H", "H", "H", "H", "H", "H", "H", "H", "H", "H", "H", "H", "H", "H", "H", "H", "H"],
  "xyz": [[-1.22614, -1.03772, 1.55349], [-1.20129, -0.59652, -1.98983], [-2.52602, -0.28676, 3.94649], [0.76239, 1.10238, 0.60632], [-3.57166, 1.15443, 0.15444], [-1.01717, -1.70929, -0.97180], [-0.42211, 0.85251, 1.68850], [0.19852, -1.92065, 1.72853], [0.14939, -0.21933, 4.46253], [-0.87350, -1.58526, 5.75398], [-2.76936, -2.37482, 1.50150], [-3.05441, -0.20881, 0.86657], [2.11802, 1.49121, 1.69199], [2.53268, -1.00497, -3.25032], [0.49974, 3.66028, -2.48381], [0.47157, -1.60060, 6.11745], [2.39001, 1.32191, -2.47171], [0.78627, 6.00429, -3.95318], [4.53418, 0.41929, -3.25585], [-2.45843, -3.35723, -4.61514], [1.39191, -3.60928, 0.52678], [0.58345, 4.88187, -1.80996], [-2.07600, -2.72188, -3.43936], [-1.92319, -2.38682, 6.37254], [0.70893, 4.78477, -4.61586], [4.44193, 2.62147, -2.32138], [1.11205, -0.74962, 5.29703], [-2.15185, -4.64917, 2.09627], [-4.58489, 1.09587, -1.34521], [-1.75705, -0.67222, -4.67945], [1.31353, -2.86256, 1.84248], [1.92082, 2.00144, 2.96614], [-1.71678, -1.38710, -3.48845], [3.40266, 1.31677, 1.20036], [0.17884, 2.37089, -1.70754], [0.44718, -0.09774, -2.46827], [-5.46167, -2.85916, 1.73771], [0.95850, 1.16172, -2.26292], [0.53191, 2.49320, -0.21237], [2.58033, -2.06879, 2.06711], [4.48786, 1.65862, 1.99089], [-1.36147, 2.33202, -1.84479], [5.17150, 1.57950, -2.93354], [0.72585, 6.04406, -2.56976], [3.09982, 2.49866, -2.09529], [-5.03889, -1.61812, 1.32545], [1.05199, -3.81103, 3.02184], [-2.48639, -2.67657, -5.82807], [0.62215, 3.80310, 0.38278], [5.50834, 2.51953, 4.13413], [-3.66817, -1.39207, 1.21243], [1.23449, -1.19153, -2.94185], [0.56189, 3.62364, -3.87393], [-3.24213, 2.71945, 0.96090], [4.31763, 2.17611, 3.27522], [0.58909, 4.92961, -0.34153], [-1.06605, -0.72672, 4.73207], [-2.13915, -1.32390, -5.84021], [3.01960, 2.34577, 3.74785], [-2.86351, -3.38970, -7.10308], [-4.53462, -3.86082, 2.01059], [-3.18994, -3.59609, 1.87379], [3.14792, 0.25815, -3.00977], [-4.59309, 0.08399, -1.75205], [2.86183, 2.76927, 4.73491], [0.77714, -4.81062, 2.68351], [0.77326, -2.16590, -3.05786], [-5.61716, 1.39888, -1.13774], [5.49047, 1.52680, 1.59869], [4.94938, 3.52713, -2.01250], [0.66945, 5.89337, 0.14562], [-5.73845, -0.82067, 1.10794], [-1.49455, -3.32658, 6.71142], [2.14769, -0.46037, 5.24803], [-6.52115, -3.06222, 1.83870], [0.29562, 0.37386, 3.65523], [2.18569, -4.35769, 0.57799], [-1.24315, -4.40544, 1.55328], [2.46273, -1.35422, 2.88662], [-1.76843, 1.67917, -1.05878], [-2.73858, -4.40406, -4.58737], [-4.04082, 2.92093, 1.68428], [-2.69712, -2.57040, 5.63325], [-2.29590, 2.64055, 1.50402], [5.08072, -0.41170, -3.68604], [1.60147, -2.91544, -0.28945], [-2.03836, -3.24938, -2.49464], [-4.17931, 1.78319, -2.08917], [0.75120, 3.88611, 1.45747], [5.81728, 1.65807, 4.73013], [3.55623, 0.91804, 0.20099], [-4.85371, -4.84752, 2.31659], [5.27739, 3.33090, 4.82419], [0.84042, -2.21688, 6.91869], [1.93525, -3.89939, 3.65454], [-1.90493, -4.73619, 3.15659], [-3.19403, 3.53895, 0.24471], [-2.00812, -3.94023, -7.50075], [-3.66405, -4.10998, -6.93060], [-1.72564, 2.00232, -2.82281], [0.23758, -3.42723, 3.63991], [3.39422, -2.75248, 2.31293], [-1.47749, 0.37651, -4.70817], [0.89198, 6.92326, -4.51578], [0.75388, 4.74059, -5.69672], [-2.36472, -1.86048, 7.21644], [2.85430, -1.51616, 1.16733], [3.12879, -1.81549, -3.65380], [-2.16356, -0.77615, -6.77535], [0.79831, 6.99467, -2.05286], [6.36102, 2.81883, 3.52508], [-2.51881, -5.61690, 1.75851], [-1.72554, 3.34479, -1.66721], [0.50540, 2.66498, -4.38438], [-3.19152, -2.68774, -7.86932], [0.91615, 2.16106, 3.33674], [6.23255, 1.69267, -3.11819], [2.59278, 3.30502, -1.58536], [0.44695, -4.10606, 0.30064]],
  "charge": 1,
  "e_homo_ev": [-8.5, -8.5],
  "multiplicity": 3,
  "e_lumo_ev": [-2.382, -2.348]
}